1.
Molecular formula: C37H78ClN2O9P
Method: DFT, ωB97M-V/def2-TZVPD

Properties
HOMO level = -7.6 eV
Frontier orbital gap = 0.306 Ha
Net charge = 0
SMILES string = CCN[C@H](COC[C@@H](Cl)CC)NP(C)O.C1CCOC1.C1CCOC1.C1CCOC1.C1CCOC1.C1CCOC1.C1CCOC1.C1CCOC1

```
128
Properties=species:S:1:pos:R:3:forces:R:3
C 2.637979 2.148203 2.352554 -0.47 0.53 0.35
C 1.647930 3.197973 2.862487 -0.11 -0.37 0.10
N 0.370637 3.230935 2.132063 0.19 0.48 -0.15
C 0.446566 3.961261 0.870907 0.61 0.07 0.32
C -0.876084 4.639388 0.562631 -0.34 0.04 0.29
O -1.981639 3.799861 0.806935 0.27 -0.05 0.22
C -3.123365 4.484547 1.233254 -0.86 -0.16 -0.37
C -4.194154 3.491778 1.701385 1.37 -0.61 -0.12
Cl -4.356430 2.215799 0.432025 -0.35 0.24 -0.10
C -3.753725 2.824482 3.006588 -0.30 0.34 0.29
C -4.449664 3.426796 4.236071 0.53 -0.23 -0.55
N 1.051859 3.148007 -0.186567 -1.34 -0.20 0.03
P 0.262593 1.818911 -0.955552 0.77 -0.60 -0.75
C -0.592239 0.911143 0.369200 -0.18 0.67 0.06
O -1.075322 2.385294 -1.803166 0.18 0.72 0.39
H 3.171744 1.738180 3.200325 0.29 -0.14 0.07
H 2.075218 1.356000 1.886568 0.03 -0.35 -0.21
H 3.347471 2.552549 1.650763 0.19 -0.01 -0.33
H 1.405283 2.935221 3.887407 -0.22 -0.02 0.20
H 2.111940 4.186729 2.918009 0.13 0.22 -0.15
H -0.281508 3.758447 2.703745 -0.15 -0.29 0.05
H 1.136268 4.802750 1.026110 0.21 0.16 -0.28
H -0.934297 5.515728 1.212705 -0.07 0.17 0.17
H -0.879866 5.022371 -0.459166 -0.01 -0.02 -0.25
H -2.892454 5.140120 2.076358 0.03 0.21 0.13
H -3.544658 5.075679 0.416684 0.07 0.24 -0.11
H -5.143140 3.997769 1.795036 -0.30 0.02 -0.03
H -2.681760 2.934868 3.116025 0.32 0.05 -0.17
H -3.924249 1.760837 2.949442 -0.17 -0.29 0.07
H -5.342549 2.864333 4.461225 -0.38 0.09 0.15
H -4.677490 4.473854 4.061583 -0.16 0.21 0.08
H -3.784545 3.360659 5.083745 -0.02 -0.02 0.39
H 1.394645 3.743285 -0.934678 0.35 -0.04 0.09
H -1.415910 1.468490 0.802792 -0.06 0.17 0.03
H 0.123955 0.700731 1.151242 0.14 -0.27 0.12
H -0.990829 0.004167 -0.063351 0.05 -0.34 -0.16
H -0.906639 3.301936 -2.085371 -0.18 -0.55 -0.06
C -5.505031 0.140820 8.628514 0.00 0.04 0.09
C -6.811237 0.656958 8.033355 -0.01 -0.07 -0.10
C -6.334935 1.872839 7.250241 0.07 0.07 0.06
O -5.002566 1.580056 6.819218 -0.04 -0.08 0.10
C -4.522315 0.416664 7.500655 -0.05 -0.06 -0.11
H -5.535401 -0.909076 8.915001 0.02 0.00 0.04
H -5.239223 0.726319 9.511287 0.01 -0.02 0.01
H -7.232443 -0.087329 7.353546 -0.01 0.01 0.00
H -7.567033 0.903051 8.777271 0.01 0.02 0.02
H -6.307127 2.767319 7.881923 -0.06 0.00 0.01
H -6.954436 2.085890 6.377831 0.04 0.01 -0.03
H -4.493738 -0.414716 6.786788 0.03 -0.03 0.04
H -3.507808 0.601891 7.855073 0.01 0.05 -0.03
C -1.860481 -1.650479 -4.877551 -0.04 0.01 0.10
C -1.131414 -0.325129 -4.672660 0.02 0.01 -0.11
C 0.000899 -0.736258 -3.744233 -0.04 -0.05 0.07
O 0.316815 -2.097749 -4.069907 -0.04 0.03 -0.03
C -0.701388 -2.636480 -4.913202 0.08 0.02 -0.09
H -2.470713 -1.683653 -5.779078 0.01 0.00 -0.02
H -2.505672 -1.858236 -4.020958 0.00 0.00 0.00
H -0.729046 0.031743 -5.624356 0.00 0.00 0.01
H -1.753209 0.461293 -4.249008 0.01 0.00 0.04
H -0.310145 -0.690832 -2.696473 0.02 0.06 0.00
H 0.891986 -0.119923 -3.862879 0.05 -0.04 0.05
H -0.295984 -2.733936 -5.927725 -0.07 -0.04 -0.02
H -0.976024 -3.630195 -4.554743 0.03 -0.01 0.02
C 4.536408 3.007906 -3.716047 -0.03 -0.11 0.02
C 4.004910 3.266069 -5.122560 0.11 0.07 -0.04
C 2.526568 3.495268 -4.856258 -0.10 -0.16 0.05
O 2.435694 4.076781 -3.549985 0.00 0.05 0.13
C 3.697819 3.965754 -2.882929 0.00 0.07 -0.03
H 5.606509 3.180416 -3.609354 0.00 0.03 -0.01
H 4.325247 1.977316 -3.423410 -0.01 -0.02 0.03
H 4.459761 4.169792 -5.535386 -0.01 0.00 -0.01
H 4.180377 2.447762 -5.818736 -0.03 0.01 -0.02
H 1.973686 2.549845 -4.851629 0.01 -0.01 -0.05
H 2.061056 4.164214 -5.580131 -0.03 0.04 0.04
H 4.154718 4.960605 -2.834811 0.04 -0.02 0.01
H 3.537566 3.607141 -1.863692 -0.04 0.00 -0.01
C -2.407319 -4.532202 9.926061 -0.05 -0.10 0.03
C -2.964070 -4.234171 8.538304 0.06 0.10 -0.03
C -4.379579 -3.781394 8.865539 -0.09 -0.06 0.10
O -4.322172 -3.158755 10.154161 0.11 -0.07 -0.13
C -3.055572 -3.437060 10.760066 0.00 0.14 0.01
H -1.320018 -4.513328 9.977389 0.01 0.02 -0.01
H -2.747747 -5.513741 10.263196 0.01 0.00 0.01
H -2.404346 -3.417333 8.077005 -0.01 0.00 -0.01
H -2.939807 -5.086769 7.861855 -0.01 -0.02 0.01
H -5.066944 -4.631591 8.926826 0.01 -0.01 -0.08
H -4.771515 -3.069104 8.137691 -0.04 0.03 0.04
H -2.455989 -2.520359 10.748037 0.04 -0.03 0.02
H -3.214648 -3.732051 11.797470 -0.05 0.03 0.01
C 5.789627 -1.360135 -0.415823 -0.03 -0.09 0.03
C 4.722065 -0.787517 -1.343459 0.04 0.06 -0.03
C 3.712519 -0.231534 -0.349248 -0.04 -0.04 0.08
O 4.463018 0.170236 0.803805 0.10 -0.09 -0.08
C 5.794309 -0.339431 0.714246 -0.02 0.10 -0.04
H 6.766112 -1.474704 -0.884816 0.00 0.02 -0.01
H 5.474733 -2.336564 -0.040861 0.01 0.00 0.01
H 5.145231 0.021151 -1.943570 0.00 0.02 -0.02
H 4.285805 -1.520787 -2.020170 -0.01 -0.01 0.01
H 2.991185 -0.998694 -0.045735 -0.01 0.00 -0.05
H 3.159153 0.624437 -0.734500 -0.04 0.05 0.04
H 6.472803 0.493108 0.494074 0.05 -0.04 0.00
H 6.078037 -0.770572 1.675340 -0.03 0.03 0.03
C 3.556894 -1.126688 -8.897847 -0.10 0.00 -0.04
C 4.192363 -0.196260 -9.927004 0.10 -0.01 0.03
C 3.668297 1.161609 -9.480661 -0.10 0.00 0.01
O 3.506208 1.084314 -8.061960 0.01 -0.04 0.00
C 3.617397 -0.277743 -7.636204 0.08 0.04 0.04
H 4.071842 -2.079651 -8.788913 0.02 0.00 0.00
H 2.517838 -1.329246 -9.166686 0.00 -0.01 0.01
H 5.280618 -0.228276 -9.839098 0.00 0.01 -0.01
H 3.927576 -0.432209 -10.956347 -0.02 0.00 0.00
H 2.693749 1.379246 -9.930615 0.02 0.00 -0.05
H 4.348887 1.979644 -9.718523 0.00 0.03 0.05
H 4.574919 -0.403750 -7.118716 -0.01 -0.05 0.01
H 2.813411 -0.500207 -6.933700 -0.01 0.05 0.02
C -0.332524 -6.752977 -3.625348 0.03 0.05 0.10
C 0.765408 -6.310813 -4.587416 -0.02 0.01 -0.13
C 1.954734 -7.121572 -4.093491 0.00 0.01 0.13
O 1.421076 -8.337680 -3.562564 -0.03 0.04 -0.01
C 0.002045 -8.226232 -3.434111 0.01 -0.05 -0.11
H -1.341068 -6.595618 -4.005334 0.00 -0.01 -0.02
H -0.237544 -6.217004 -2.678336 -0.01 0.00 0.00
H 0.508236 -6.603792 -5.608324 0.01 0.00 0.00
H 0.953148 -5.238081 -4.577914 0.01 0.00 0.04
H 2.486826 -6.596781 -3.292890 0.01 0.05 -0.04
H 2.667226 -7.358240 -4.884327 0.00 -0.06 0.01
H -0.466898 -8.842987 -4.208847 -0.05 0.02 0.02
H -0.299762 -8.608938 -2.458723 0.04 -0.03 0.01
```
Positions in Å, forces in eV/Å.


2.
Molecular formula: C28H26ClN3NiOSe
Method: DFT, ωB97M-V/def2-TZVPD

Properties
HOMO level (spin up / spin down) = -5.8 / -5.8 eV
Frontier orbital gap (spin up / spin down) = 0.166 / 0.166 Ha
Net charge = 0

```
61
Properties=species:S:1:pos:R:3:forces:R:3
Ni 0.685191 -0.290031 -1.809568 -0.09 0.08 0.35
Cl 3.920281 -2.718826 -7.730405 0.00 0.00 -0.01
C 3.351335 -1.927460 -6.292513 0.00 0.00 0.00
C 3.890486 -0.676750 -5.936763 -0.01 0.00 0.01
C 3.460925 -0.024231 -4.815330 0.00 -0.05 -0.02
C 2.457905 -0.584436 -3.983890 -0.03 -0.06 0.09
O 2.063591 0.079131 -2.948641 0.10 0.18 -0.24
C 1.945063 -1.855913 -4.341935 -0.04 0.04 0.02
C 0.997067 -2.512707 -3.517553 0.11 0.01 -0.02
N 0.523141 -2.053566 -2.402953 -0.16 -0.04 -0.12
C -0.391698 -2.822262 -1.638178 -0.01 0.02 0.04
C -0.666740 -4.158484 -1.769609 -0.01 0.05 -0.01
C -1.617337 -4.759769 -0.921885 -0.01 0.01 0.02
C -2.250242 -4.038996 0.053587 0.01 -0.03 -0.01
C -1.947222 -2.672214 0.237029 0.00 0.05 0.00
C -2.493507 -1.860958 1.262815 0.03 -0.02 -0.02
C -2.070408 -0.575235 1.391649 0.03 -0.03 0.02
C -1.107695 -0.056124 0.494698 -0.14 0.02 0.23
N -0.618809 -0.767756 -0.497846 -0.04 -0.04 -0.02
C -1.017660 -2.074292 -0.622369 0.03 -0.06 -0.02
C 2.399847 -2.508174 -5.510851 0.00 -0.01 0.00
H 4.651741 -0.235597 -6.566433 0.00 0.00 0.00
H 3.871472 0.936134 -4.535719 0.00 0.00 0.00
H 0.650508 -3.486397 -3.855279 0.06 -0.02 0.01
H -0.155188 -4.767130 -2.502277 -0.02 -0.02 0.01
H -1.832105 -5.812940 -1.041007 0.00 0.00 0.00
H -2.968253 -4.510846 0.711823 0.00 0.00 0.00
H -3.215568 -2.284966 1.949984 -0.01 0.01 0.01
H -2.418100 0.071246 2.187127 -0.03 -0.04 -0.04
H -0.720386 0.938752 0.693889 0.17 0.09 -0.42
H 1.992225 -3.476144 -5.774804 0.01 0.00 -0.01
C -3.588933 0.350475 5.514076 0.01 0.02 -0.01
C -2.453239 0.806204 4.635144 -0.01 -0.01 0.02
C -1.233425 0.143611 4.623823 0.02 0.01 0.02
C -0.163399 0.570094 3.840075 -0.02 -0.01 0.02
C 1.122320 -0.204194 3.869538 -0.02 -0.01 0.02
C -0.298716 1.709962 3.026376 0.18 0.10 -0.12
Se 1.144491 2.299627 1.911459 -0.19 -0.09 0.28
C -1.538468 2.381671 3.019534 -0.02 0.03 0.05
C -1.756098 3.598016 2.164881 0.00 0.01 0.01
C -2.582581 1.924781 3.818682 0.01 0.00 0.00
H -3.375281 -0.622923 5.956483 -0.01 0.00 0.00
H -4.522907 0.271028 4.953612 0.00 0.00 0.00
H -3.762109 1.055180 6.330727 0.00 -0.01 0.01
H -1.102021 -0.735485 5.248610 -0.01 0.00 0.00
H 1.060783 -1.035249 4.574254 -0.01 0.00 0.00
H 1.955057 0.444458 4.145241 0.01 0.00 -0.01
H 1.365375 -0.590607 2.876307 0.01 0.01 0.00
H -1.477619 3.402852 1.126790 -0.01 0.00 -0.01
H -1.112825 4.417572 2.493226 0.02 -0.01 -0.02
H -2.797266 3.922541 2.207553 0.01 0.00 0.01
H -3.525469 2.464704 3.802698 -0.01 -0.01 0.00
C 2.386849 4.481831 -0.425402 0.00 0.02 -0.06
C 1.795947 3.938019 -1.732025 0.06 0.01 0.11
C 1.170400 2.631220 -1.567416 -0.24 0.09 0.22
N 0.693256 1.601755 -1.431351 0.31 -0.22 -0.34
H 2.864368 5.440712 -0.623438 0.00 -0.01 -0.04
H 3.126060 3.792804 -0.021122 0.01 0.01 0.01
H 1.614328 4.603344 0.329444 0.00 -0.01 0.01
H 2.571621 3.804829 -2.489458 -0.02 0.00 -0.03
H 1.049643 4.618108 -2.145116 -0.03 -0.03 0.00
```
Positions in Å, forces in eV/Å.


Q: net charge of number 2 (C28H26ClN3NiOSe)?
A: 0